Run 1
{"formula": "C6H8O2", "method": "ωB97M-V/def2-TZVPD", "homo_ev": -8.06, "smiles": "C/C=C1\\OC[C@@H]2O[C@H]12", "spin_multiplicity": 1, "elements": ["C", "C", "C", "O", "C", "C", "O", "C", "H", "H", "H", "H", "H", "H", "H", "H"], "positions_angstrom": [[-1.8954, -1.8636, 0.0030], [-1.1465, -0.8693, -0.7370], [-0.0134, -0.1753, -0.2491], [0.4593, -0.3509, 0.9927], [1.2772, 0.8488, 1.3569], [1.6158, 1.5079, -0.0571], [0.4847, 2.2070, -0.4798], [0.6421, 0.9155, -1.0089], [-1.8285, -2.8448, -0.4816], [-2.9418, -1.5506, -0.0401], [-1.5250, -1.9498, 1.0486], [-1.3436, -0.6003, -1.7791], [0.6702, 1.5363, 1.9888], [2.1743, 0.5032, 1.8965], [2.5436, 1.9152, -0.4231], [0.8269, 0.7709, -2.0308]]}


Run 2
{"formula": "C6H8O2", "method": "ωB97M-V/def2-TZVPD", "homo_ev": -8.74, "smiles": "C1=C\\OCO/C=C\\C/1", "spin_multiplicity": 1, "elements": ["C", "C", "O", "C", "O", "C", "C", "C", "H", "H", "H", "H", "H", "H", "H", "H"], "positions_angstrom": [[-1.0616, -1.1934, -0.4252], [-0.9029, -0.4213, -1.4854], [-0.2183, 0.6887, -1.7734], [0.1522, 1.4188, -0.6442], [1.4847, 1.2683, -0.2473], [1.7440, 0.0857, 0.6642], [0.7899, -0.5472, 1.1714], [-0.6230, -0.7179, 0.9285], [-1.8639, -1.9613, -0.6396], [-1.1197, -0.8765, -2.4713], [-0.4796, 1.3524, 0.2946], [0.1989, 2.3421, -1.2329], [2.9052, 0.3158, 1.0203], [1.3508, -1.1247, 1.9215], [-1.1674, -1.1132, 1.9691], [-1.1894, 0.4837, 0.9497]]}


What is the most stable structure shown above? It is run 1.